Entry 1:
DFT (ωB97M-V/def2-TZVPD) results for a structure of composition C13H12BF6N6O4S2SeZr at a distorted geometry.

```
46
Properties=species:S:1:pos:R:3:forces:R:3:nbo_charge:R:1
Zr -0.598 -0.043 0.069 1.52 1.52 0.90 1.95
B -2.321 2.208 0.863 0.05 0.04 0.11 0.13
N -2.021 1.298 2.119 -0.02 0.16 0.09 -0.27
C -2.707 1.095 3.235 0.06 0.00 0.11 0.05
C -2.096 0.066 3.959 -0.08 0.03 0.06 -0.31
C -1.016 -0.317 3.195 0.09 0.24 0.09 0.02
N -0.966 0.436 2.074 -0.82 -0.02 1.00 -0.51
N -0.938 2.551 0.191 -0.06 0.10 0.15 -0.33
C -0.119 3.592 0.393 0.06 0.00 -0.15 0.07
C 0.871 3.588 -0.576 -0.04 0.07 0.00 -0.31
C 0.603 2.473 -1.358 -0.19 0.28 0.01 0.05
N -0.499 1.849 -0.912 0.23 0.72 -0.25 -0.48
H -2.876 3.204 1.223 -0.04 -0.10 -0.07 0.02
H -2.939 1.553 0.052 0.12 -0.07 0.01 0.01
H -3.577 1.691 3.463 0.07 -0.01 -0.01 0.25
H -2.400 -0.327 4.914 0.03 0.04 -0.02 0.26
H -0.246 -1.046 3.389 -0.03 -0.06 -0.03 0.25
H -0.304 4.290 1.195 -0.04 -0.03 -0.03 0.25
H 1.677 4.293 -0.690 -0.04 -0.03 0.00 0.26
H 1.145 2.086 -2.204 0.02 -0.07 0.01 0.25
Se 1.880 0.297 0.597 0.39 -0.34 0.03 -0.09
C 2.901 -1.324 0.767 -0.12 0.01 -0.09 -0.11
C 2.353 -2.579 0.981 -0.13 -0.01 0.04 -0.30
C 3.215 -3.661 1.100 0.15 0.01 0.00 0.05
N 4.541 -3.563 1.026 -0.07 0.12 -0.02 -0.40
C 5.049 -2.347 0.828 -0.04 -0.15 0.03 0.06
C 4.279 -1.201 0.691 0.05 0.04 -0.03 -0.28
H 1.285 -2.733 1.071 0.11 0.00 -0.01 0.21
H 2.815 -4.655 1.268 0.01 0.02 -0.01 0.20
H 6.131 -2.283 0.774 -0.02 0.00 0.00 0.21
H 4.744 -0.238 0.529 0.03 -0.04 0.00 0.23
F -0.891 -1.799 -4.649 -0.12 -0.07 -0.03 -0.26
C -1.638 -1.042 -3.887 -0.09 -0.50 0.14 0.85
F -2.916 -1.159 -4.148 0.08 -0.11 -0.08 -0.26
F -1.256 0.211 -3.940 0.06 0.20 -0.09 -0.27
S -1.362 -1.480 -2.079 -0.15 -0.25 -0.25 2.13
O 0.045 -1.161 -1.769 -0.24 -0.29 -0.80 -0.89
O -2.185 -0.480 -1.346 -0.20 -0.18 -0.73 -0.95
N -1.805 -2.922 -1.685 0.08 0.03 -0.14 -1.09
S -1.908 -3.047 -0.088 -0.41 0.20 0.24 2.21
O -0.950 -2.075 0.532 -0.28 -1.20 0.15 -0.99
O -1.903 -4.367 0.404 0.20 0.00 -0.29 -0.80
C -3.554 -2.248 0.440 0.23 -0.01 0.08 0.78
F -3.261 -1.078 1.033 -0.31 -0.17 -0.10 -0.29
F -4.121 -3.039 1.317 -0.04 -0.05 -0.02 -0.27
F -4.335 -2.045 -0.593 -0.10 -0.06 -0.01 -0.28
```
Positions in Å, forces in eV/Å.

Its orbital gap is 7.311 eV. For the HOMO energy, the calculation gives -0.419 hartree. Its charge is +1.

---

Entry 2:
DFT (ωB97M-V/def2-TZVPD) results for a structure of composition C13H12F6N2NdO7S2 at a distorted geometry.

```
43
Properties=species:S:1:pos:R:3:forces:R:3:lowdin_spin:R:1
Nd -0.346 1.059 -0.442 -0.15 0.12 -0.12 3.26
C 0.119 0.532 2.213 -1.24 5.72 6.57 -0.01
C -0.220 2.000 1.999 0.36 0.46 2.27 0.00
C -0.403 2.707 3.342 -0.22 0.32 0.29 0.00
O -1.481 2.072 1.298 -1.06 2.79 0.05 0.00
C 0.813 2.767 1.108 -0.47 4.07 1.19 0.00
O 0.717 4.031 1.155 0.47 -2.90 -0.02 0.00
O 1.519 2.052 0.350 1.12 -0.28 -0.32 -0.01
H -0.656 0.035 2.807 0.24 0.42 -0.04 0.00
H 1.079 0.415 2.726 -0.35 0.33 -0.29 0.00
H 0.169 -0.008 1.261 0.05 9.50 -0.39 -0.01
H -1.153 2.193 3.954 0.19 -0.20 -0.19 0.00
H -0.773 3.731 3.214 0.29 -0.11 -0.18 0.00
H 0.536 2.751 3.905 -0.11 -0.03 -0.18 0.00
H -1.476 3.056 0.999 -0.49 -1.70 0.34 0.00
F 1.960 -1.423 -4.323 -1.22 -0.40 0.86 0.00
C 0.926 -2.079 -3.731 2.21 -1.94 -1.75 0.00
F 1.493 -3.158 -3.106 -0.82 1.30 -0.13 0.00
F 0.143 -2.604 -4.717 0.50 0.90 1.28 0.00
S -0.029 -1.040 -2.528 -0.43 -3.30 0.94 0.00
O 0.823 0.085 -2.140 0.55 -0.81 -1.77 0.00
O -0.335 -1.931 -1.401 -0.06 1.49 -2.58 0.00
N -1.323 -0.680 -3.371 0.62 0.17 0.87 0.00
S -1.090 0.394 -4.512 -0.76 0.31 -4.53 0.00
O -2.283 0.577 -5.349 1.43 -0.34 2.30 0.00
O 0.133 0.245 -5.302 -1.18 0.32 1.89 0.00
C -0.932 1.958 -3.531 0.74 3.26 -1.51 -0.01
F -1.477 1.860 -2.284 -4.53 -4.25 -4.97 -0.05
F 0.349 2.394 -3.394 -1.30 -1.12 -0.77 -0.02
F -1.601 2.989 -4.138 0.61 -1.62 0.60 0.00
N 1.098 -5.201 4.121 -0.13 0.58 -0.40 0.00
C 0.882 -4.280 3.449 0.04 -0.36 0.23 0.00
C 0.616 -3.142 2.619 -0.47 -0.80 0.60 0.00
C 1.662 -2.299 2.225 0.56 1.59 -1.23 0.00
C 1.399 -1.191 1.416 2.83 -4.84 0.37 0.00
C 0.097 -0.923 1.001 -0.18 -11.77 -4.49 -0.02
C -0.948 -1.759 1.390 -0.49 -1.76 0.59 0.00
C -0.691 -2.869 2.199 -0.32 0.77 -0.41 0.00
H 2.683 -2.499 2.543 -0.19 -0.08 -0.03 0.00
H 2.206 -0.532 1.106 -0.03 -0.04 0.09 0.00
H -1.960 -1.541 1.060 -0.06 -0.22 -0.05 0.00
H -1.515 -3.515 2.497 0.22 0.02 -0.01 0.00
H -0.728 2.772 -1.688 3.24 4.44 5.02 -0.11
```
Positions in Å, forces in eV/Å.

Its orbital gap (alpha / beta) is 6.127 / 5.990 eV. For the HOMO energy (alpha / beta), the calculation gives -0.144 / -0.139 hartree. Its charge is -1. As for the multiplicity: 4.

---

Entry 3:
DFT (ωB97M-V/def2-TZVPD) results for the molecule C13H12N2 at a distorted geometry.

```
27
Properties=species:S:1:pos:R:3:forces:R:3:nbo_charge:R:1
N 2.589 -0.659 -1.612 0.72 0.13 -1.92 -0.67
N 2.184 -0.565 -0.324 -2.73 -0.07 1.31 -0.22
C 0.967 -0.116 -0.023 1.34 -2.97 -1.72 0.15
C 0.034 0.187 -1.191 0.17 -0.26 1.03 -0.10
C -0.910 -0.711 -1.768 -2.28 0.96 -0.76 -0.22
C -1.838 -0.152 -2.747 2.86 1.44 1.43 -0.19
C -1.653 1.182 -3.224 -1.32 -0.35 1.40 -0.23
C -0.700 1.999 -2.631 1.48 -0.70 0.19 -0.20
C 0.164 1.499 -1.635 -0.96 0.12 -1.26 -0.21
C 0.441 -0.363 1.382 1.93 0.95 -1.51 0.00
C 1.408 -0.675 2.343 1.76 0.39 -0.50 -0.21
C 1.021 -0.746 3.665 -0.13 -1.03 1.41 -0.22
C -0.327 -0.619 4.009 -0.21 1.39 -3.58 -0.20
C -1.287 -0.168 2.983 2.02 -2.12 4.07 -0.21
C -0.898 -0.122 1.696 -1.38 0.53 -2.47 -0.24
H 2.171 -0.080 -2.355 -0.27 -0.62 0.75 0.36
H 2.930 -1.579 -1.967 -0.31 1.33 1.16 0.39
H -1.236 -1.745 -1.414 1.22 1.54 -0.14 0.24
H -2.721 -0.671 -2.988 -0.68 -0.80 -0.57 0.21
H -2.465 1.706 -3.760 0.65 -0.73 -0.25 0.22
H -0.489 3.004 -2.962 -0.48 0.22 -0.12 0.21
H 0.940 2.150 -1.227 -0.31 -0.25 0.08 0.22
H 2.550 -0.815 2.071 -2.78 0.40 0.34 0.25
H 1.788 -1.009 4.432 -0.82 0.18 -0.62 0.21
H -0.732 -0.906 4.927 -0.24 0.03 1.61 0.21
H -2.241 -0.077 3.453 -0.96 0.31 -0.77 0.22
H -1.690 0.052 0.866 1.68 -0.02 1.41 0.23
```
Positions in Å, forces in eV/Å.

Its orbital gap is 8.387 eV. The SMILES is NN=C(c1ccccc1)c1ccccc1. For the HOMO energy, the calculation gives -0.286 hartree. Its charge is 0.

---

Entry 4:
DFT (ωB97M-V/def2-TZVPD) results for a structure of composition C13H12N7O4PtS at a distorted geometry.

```
38
Properties=species:S:1:pos:R:3:forces:R:3:nbo_charge:R:1
Pt 0.794 -0.166 -1.215 -0.15 -0.69 -0.90 1.37
C 0.699 -3.344 3.442 0.01 -0.07 -0.05 -0.15
C 0.609 -2.041 3.913 0.00 -0.02 0.10 -0.19
C 0.541 -0.984 3.033 -0.01 0.45 -0.19 -0.21
C 0.561 -1.225 1.654 -0.29 -1.16 0.64 0.13
C 0.637 -2.534 1.185 -0.04 0.48 -0.15 -0.22
C 0.714 -3.585 2.078 -0.02 -0.15 0.14 -0.19
N 0.479 -0.135 0.757 0.32 1.11 -0.04 -0.13
N 0.372 0.998 1.255 0.13 0.11 1.53 -0.06
C 0.501 2.074 0.435 -0.19 0.22 0.01 0.05
C 0.510 3.397 0.881 -0.21 -0.14 0.36 -0.14
C 0.608 4.408 -0.052 0.06 0.03 -0.17 -0.22
C 0.698 4.100 -1.412 -0.17 -0.19 0.23 -0.12
C 0.680 2.773 -1.840 0.21 0.02 -0.38 -0.25
C 0.619 1.774 -0.900 0.31 0.36 -1.22 -0.11
H 0.759 -4.170 4.137 0.01 0.01 0.00 0.23
H 0.597 -1.854 4.979 0.00 0.05 -0.02 0.24
H 0.469 0.039 3.376 0.04 -0.15 0.13 0.24
H 0.663 -2.713 0.130 0.03 -0.20 -0.29 0.25
H 0.786 -4.600 1.711 0.00 0.03 -0.06 0.24
H 0.446 3.594 1.943 -0.05 0.06 -0.03 0.24
H 0.606 5.442 0.264 0.07 -0.02 0.03 0.24
H 0.785 4.895 -2.142 -0.04 -0.01 0.01 0.24
H 0.745 2.530 -2.895 0.08 0.06 0.02 0.25
O 1.351 -2.178 -1.760 0.16 -0.38 0.21 -0.98
S 2.505 -1.388 -2.340 0.43 -0.56 -0.87 2.50
O 3.606 -2.109 -2.831 0.04 0.17 0.04 -0.84
O 2.788 -0.408 -1.164 0.07 0.07 0.37 -0.83
O 1.772 -0.448 -3.267 -0.72 0.47 0.82 -0.89
N -4.401 0.694 -1.219 -0.13 0.34 -0.45 -0.59
N -3.229 0.044 -1.397 0.03 -0.06 0.22 0.22
N -3.162 -1.119 -2.010 -0.16 0.06 -0.02 -0.22
C -1.862 -1.338 -2.034 0.19 -0.03 0.04 0.18
N -1.211 -0.324 -1.450 -0.10 -0.02 -0.31 -0.33
N -2.105 0.562 -1.036 -0.07 0.01 -0.02 -0.04
H -5.205 0.088 -1.186 0.08 -0.18 0.13 0.42
H -4.339 1.461 -0.570 0.05 -0.09 0.16 0.41
H -1.386 -2.211 -2.452 0.01 0.04 -0.02 0.27
```
Positions in Å, forces in eV/Å.

Its orbital gap is 7.268 eV. For the HOMO energy, the calculation gives -0.452 hartree. Its charge is +1.

---

Entry 5:
DFT (ωB97M-V/def2-TZVPD) results for the molecule C13H12N8 at a distorted geometry.

```
33
Properties=species:S:1:pos:R:3:forces:R:3:nbo_charge:R:1
C 4.169 4.448 -4.178 1.05 1.27 -1.95 0.32
N -0.041 -1.511 -2.417 -0.05 -0.16 0.37 -0.25
N -0.282 -1.400 -1.047 -0.04 -0.09 -1.21 -0.26
N 1.115 1.384 0.861 -0.20 -0.54 -0.15 -0.49
N 2.365 3.115 0.089 2.08 1.10 -2.60 -0.37
N 3.714 3.858 -3.306 -0.63 -0.64 1.91 -0.53
C 0.801 -0.582 -2.813 -0.51 -0.49 2.34 0.14
C 0.416 -0.378 -0.615 -0.65 -0.96 -0.57 0.25
C 0.435 0.283 0.698 -0.11 -0.04 2.73 0.44
C 3.052 3.712 -0.947 -0.25 -0.34 0.66 0.05
C 1.828 1.922 -0.177 -0.82 -0.05 -0.04 0.33
C 2.515 1.978 -2.533 -0.78 -0.05 2.21 -0.15
C 3.131 3.197 -2.256 -0.97 -1.18 1.03 0.04
C 1.866 1.312 -1.452 0.98 1.17 -2.14 0.08
N 1.124 0.137 -1.663 0.93 1.57 0.00 -0.33
N -1.719 -0.974 4.245 -0.21 -1.25 0.07 -0.64
N -0.203 -0.196 1.885 0.62 0.30 -2.66 -0.39
C -1.138 -2.017 3.367 0.43 1.23 0.29 -0.22
C -1.547 0.417 3.847 -0.23 -0.44 0.05 -0.22
C -0.883 -1.498 1.921 -0.71 -0.85 0.14 -0.23
C -0.242 0.661 3.071 -0.34 -0.64 0.70 -0.23
H 1.219 -0.472 -3.818 -0.24 0.14 0.69 0.23
H 3.612 4.654 -0.807 -0.69 -0.47 0.50 0.21
H 2.471 1.667 -3.549 -0.01 -0.56 -0.52 0.23
H -2.697 -1.209 4.436 0.61 0.42 -0.13 0.36
H -0.157 -2.341 3.792 -0.64 0.10 -0.27 0.18
H -1.835 -2.874 3.388 0.55 0.29 -0.37 0.21
H -2.447 0.740 3.300 0.46 0.28 -0.37 0.17
H -1.534 0.993 4.767 0.20 0.39 0.06 0.20
H -0.253 -2.265 1.471 0.02 0.20 -0.35 0.22
H -1.837 -1.488 1.350 0.51 0.17 0.31 0.20
H 0.647 0.477 3.704 -0.42 -0.11 -0.11 0.20
H -0.203 1.714 2.848 0.06 0.23 -0.61 0.24
```
Positions in Å, forces in eV/Å.

Its orbital gap is 7.930 eV. For the HOMO energy, the calculation gives -0.313 hartree. Its charge is 0.

---

Entry 6:
DFT (ωB97M-V/def2-TZVPD) results for the ion C13H12NS with charge +1 at a distorted geometry.

```
27
Properties=species:S:1:pos:R:3:forces:R:3:nbo_charge:R:1
C 1.116 -3.379 -0.445 0.21 0.00 -2.12 -0.13
C -0.209 -3.515 0.073 1.07 -1.21 0.60 -0.23
C 1.684 -2.110 -0.527 -3.60 0.29 2.01 -0.19
C 1.760 2.516 0.574 -5.87 0.73 0.53 -0.25
C -0.831 -2.423 0.552 -1.65 -0.05 1.11 0.04
C 2.971 2.175 0.260 5.16 2.67 -0.03 -0.37
C 0.865 1.406 0.373 0.19 0.11 0.20 0.03
C 0.924 -0.995 -0.023 0.92 -1.47 -0.51 0.22
C 1.518 0.298 0.019 1.08 -0.84 -0.94 -0.27
C -0.601 1.314 0.588 0.06 2.05 -0.86 -0.31
C -1.518 1.299 -0.708 3.54 -1.62 3.60 -0.01
C -1.033 -0.079 0.876 -2.83 3.27 -0.62 -0.04
C -2.811 1.828 -0.744 -3.95 0.98 -2.44 -0.74
N -0.337 -1.139 0.485 2.74 -2.70 -1.59 -0.28
S 3.211 0.619 -0.312 -0.48 -0.90 0.44 0.50
H 1.567 -4.202 -1.052 -0.18 0.55 1.20 0.25
H -0.701 -4.510 0.303 0.83 1.35 -0.75 0.27
H 2.613 -1.755 -0.835 1.62 -0.62 -0.94 0.23
H 1.204 3.447 0.847 1.65 -0.43 -0.04 0.25
H -1.782 -2.600 1.093 0.59 0.78 -0.54 0.24
H 3.851 2.902 0.388 -1.30 -1.43 -0.53 0.28
H -0.724 2.189 1.278 -1.26 -1.22 -0.16 0.26
H -1.059 0.827 -1.547 0.17 -0.38 -0.43 0.21
H -1.984 -0.351 1.269 -0.49 0.36 0.53 0.24
H -2.913 2.494 -1.638 0.80 -0.33 -0.07 0.29
H -3.106 2.590 -0.043 -0.11 -0.48 1.14 0.25
H -3.673 1.154 -1.104 1.09 0.51 1.23 0.26
```
Positions in Å, forces in eV/Å.

Its orbital gap (alpha / beta) is 6.557 / 6.574 eV. For the HOMO energy (alpha / beta), the calculation gives -0.415 / -0.412 hartree. Its charge is +1.